Molecular formula: C5H16N2O
Method: DFT, ωB97M-V with the def2-TZVPD basis set

Each atom is followed by the atoms it is bonded to, with distances in Å.
Atoms and positions in Å:
1 C -0.6681 2.5577 -0.2980  C2 1.535, H8 1.139, H9 1.119, H10 1.097
2 C -0.3014 1.1203 0.0982  C1 1.535, C3 1.568, N7 1.480, H11 1.096
3 C -0.3295 0.1446 -1.1291  C2 1.568, C4 1.458, H12 1.103, H13 1.123
4 C -0.2506 -1.1798 -0.5244  C3 1.458, N6 1.451, H14 1.121, H15 1.099
5 C -1.3072 -2.6444 1.1093  N6 1.422, H16 1.097, H17 1.076, H18 1.117
6 N -1.4681 -1.6316 0.1234  C4 1.451, C5 1.422, H19 1.077
7 N 1.0949 1.0788 0.5863  C2 1.480, H20 1.013, H21 1.012
8 H -0.0481 3.3711 0.2042  C1 1.139
9 H -1.7516 2.7779 -0.1253  C1 1.119
10 H -0.5406 2.9818 -1.3021  C1 1.097
11 H -0.9108 0.6163 0.8567  C2 1.096
12 H -1.1592 0.3996 -1.8104  C3 1.103
13 H 0.5703 0.5032 -1.6971  C3 1.123
14 H -0.0558 -2.0048 -1.2578  C4 1.121
15 H 0.5846 -1.3896 0.1576  C4 1.099
16 H -0.5624 -3.3791 0.7785  C5 1.097
17 H -1.1303 -2.3824 2.1377  C5 1.076
18 H -2.2608 -3.1745 0.8681  C5 1.117
19 H -2.1926 -0.8909 0.4161  N6 1.077
20 H 1.5697 1.7250 -0.0322  N7 1.013
21 H 1.2041 1.5334 1.4835  N7 1.012
22 H 2.6009 -0.3519 -0.3528  O24 0.976
23 H 3.8770 0.4291 -0.4216  O24 0.953
24 O 3.4357 -0.2096 0.1315  H22 0.976, H23 0.953

Summary:
HOMO-LUMO gap (spin up / spin down)   9.997 / 5.309 eV
Multiplicity   2
HOMO energy (spin up / spin down)   -13.1282 / -13.0815 eV
<S²>   0.754
Charge   +1
Energy relative to the best compared isomer or geometry (same formula, charge and spin)   160.1 kJ/mol
Max |F|   0.0787 hartree/bohr